Density functional theory data (the ωB97M-V functional and the def2-TZVPD basis) for one molecule with the formula C4H7NO2.

Calculated values
- relative energy (zero: lowest compared OMol25 entry of this formula, charge and spin) (kJ/mol) = 67.1
- structure (SMILES) = C/C(=C\O)C(N)=O
- total charge = 0
- Kohn-Sham gap (eV) = 9.6

Positions of all 14 atoms, in Å:
C: -0.6957 -1.1446 0.2787
C: -0.1922 0.2645 0.0885
C: -0.9905 1.3312 -0.0729
O: -2.3189 1.3208 -0.2941
C: 1.2658 0.5712 0.0680
N: 2.0946 -0.5204 -0.0356
O: 1.7174 1.7062 0.1116
H: -0.2674 -1.5715 1.1939
H: -1.7839 -1.1715 0.4129
H: -0.4534 -1.8268 -0.5471
H: -0.5822 2.3356 -0.0365
H: -2.5812 0.4234 -0.5406
H: 1.7373 -1.4103 -0.3457
H: 3.0504 -0.3079 -0.2812

Forces on the atoms, in the same order (eV/Å):
C -0.014 -0.051 -0.025
C -0.164 0.187 0.007
C 0.334 -0.036 -0.022
O -0.069 -0.243 0.018
C 0.058 0.205 -0.034
N 0.056 0.014 -0.064
O -0.079 -0.381 0.049
H -0.050 0.048 -0.161
H 0.184 -0.004 -0.036
H -0.050 0.147 0.063
H 0.010 -0.133 -0.132
H -0.128 0.115 0.155
H 0.008 0.157 0.081
H -0.095 -0.025 0.101